No. 1
Formula: C26H19BrF6N5O7PdS2
Source: the Open Molecules 2025 dataset
Level of theory: ωB97M-V/def2-TZVPD

Values from the calculation:
**Orbital gap**: 5.05 eV
**Relative energy (zero: lowest compared OMol25 entry of this formula, charge and spin)**: 252.1 kJ/mol
**2S+1**: 1
**Charge**: +1

Last column: Löwdin charge in e.
Cartesian coordinates (Å):
Pd -0.10941 -0.72092 0.15143  1.002
Br -1.41656 -2.67893 3.44746  0.898
C 0.41070 -2.78399 3.00726  -0.710
C 1.23533 -3.51595 3.85472  -0.081
C 2.59097 -3.55145 3.57573  -0.014
C 3.06547 -2.85792 2.47001  0.029
C 2.15241 -2.18450 1.68489  -0.185
N 0.83921 -2.14735 1.94056  0.070
C 2.61154 -1.43785 0.47562  -0.528
O 3.78001 -1.27007 0.23441  0.126
O 1.68586 -0.96885 -0.35581  -0.181
H 0.81168 -4.03386 4.70207  0.108
H 3.26314 -4.11098 4.21217  0.123
H 4.10801 -2.82804 2.18841  0.131
F -5.25378 1.38575 -1.09399  0.161
C -4.05340 1.85242 -0.78347  -0.689
F -3.91807 1.87087 0.53854  0.147
F -3.92267 3.09178 -1.24637  0.154
S -2.75133 0.81360 -1.57250  0.627
O -1.50838 1.27267 -0.96677  -0.341
O -2.95896 1.01716 -2.97305  -0.260
N -3.11337 -0.70199 -1.22806  -0.268
S -2.74884 -1.41785 0.12318  0.574
O -2.19684 -0.47823 1.13710  -0.411
O -1.94818 -2.60195 -0.03073  -0.313
C -4.38515 -1.97084 0.74210  -0.696
F -5.13563 -0.91271 1.01332  0.165
F -4.18459 -2.66925 1.85393  0.121
F -4.97569 -2.72339 -0.16385  0.182
N -1.12256 1.35931 -5.42502  0.189
C -0.37796 0.24750 -5.68607  -0.503
O 0.24297 0.08032 -6.71417  0.081
C -0.35416 -0.76691 -4.58904  -0.109
C -0.42615 -2.12003 -4.89089  0.033
C -0.36613 -3.03094 -3.85143  -0.015
C -0.21442 -2.56289 -2.55807  -0.113
N -0.12313 -1.26245 -2.25820  0.036
C -0.20423 -0.39805 -3.26946  -0.101
H -1.22900 2.02482 -6.17214  0.117
H -1.78261 1.36914 -4.66162  0.061
H -0.52736 -2.43430 -5.92143  0.134
H -0.42875 -4.09477 -4.03138  0.117
H -0.14954 -3.25378 -1.72834  0.108
H -0.14536 0.65353 -3.00992  0.098
C 1.82286 4.30781 -1.35749  0.021
C 1.59700 4.56973 -0.00347  -0.023
C 1.33933 3.52777 0.84774  0.037
C 1.26344 2.19450 0.32322  -0.224
C 1.45649 1.95936 -1.07360  0.036
C 1.77110 3.01189 -1.88672  -0.009
N 0.90893 1.17230 1.11370  0.183
C 1.19253 1.20666 2.43199  -0.246
C 0.32142 0.51617 3.31519  0.004
C 0.60050 0.51347 4.65535  -0.028
C 1.77517 1.12021 5.12232  0.001
C 2.66853 1.75891 4.26413  -0.030
C 2.38236 1.82058 2.91970  0.024
H 2.01917 5.13855 -2.02439  0.129
H 1.59649 5.58755 0.35999  0.125
H 1.07769 3.70155 1.88191  0.131
H 1.43923 0.93836 -1.42659  0.092
H 1.96651 2.84705 -2.93750  0.129
H -0.57820 0.05877 2.91834  0.072
H -0.07463 0.02714 5.34632  0.121
H 2.01000 1.06539 6.17817  0.125
H 3.58883 2.17619 4.64751  0.123
H 3.09013 2.23223 2.21304  0.134

Cartesian forces (eV/Å) of the 3 atoms listed first:
Pd 0.5 -0.3 0.5
Br 0.0 0.0 0.0
C -0.2 -0.2 0.3



No. 2
Formula: C26H19BrN7O5SZr
Source: the Open Molecules 2025 dataset
Level of theory: ωB97M-V/def2-TZVPD

Values from the calculation:
**Orbital gap**: 7.37 eV
**Relative energy (zero: lowest compared OMol25 entry of this formula, charge and spin)**: 0.0 kJ/mol
**2S+1**: 1
**Charge**: +1

Last column: Löwdin charge in e.
Cartesian coordinates (Å):
Zr -0.83602 -0.74799 -0.83430  1.909
Br 4.21847 1.66180 1.78476  0.785
C 2.87506 1.67948 3.12169  -0.679
C 1.86316 2.62461 3.04783  -0.118
C 0.83773 2.59683 3.97768  -0.019
C 0.84030 1.62841 4.97616  -0.270
C 1.91224 0.75861 5.10459  -0.029
C 2.92628 0.76318 4.15769  -0.108
N -0.21703 1.52816 5.94861  0.098
N -1.38005 1.31034 5.58962  0.100
C -1.64602 1.05469 4.19538  -0.227
C -2.42580 1.92291 3.48707  -0.008
C -2.61895 1.77506 2.09488  0.028
C -2.02852 0.73014 1.43703  -0.323
O -2.08464 0.50954 0.11376  -0.263
C -1.28813 -0.22065 2.18198  -0.148
N -0.74801 -1.23995 1.45295  0.003
C -0.10235 -2.20036 2.08528  -0.082
C 0.04492 -2.20902 3.47923  -0.006
C -0.44169 -1.16168 4.21504  0.027
C -1.11675 -0.10508 3.56726  -0.090
H 1.88038 3.37976 2.27343  0.102
H 0.04231 3.32637 3.92712  0.122
H 1.93829 0.06091 5.93193  0.124
H 3.74822 0.06482 4.23014  0.108
H -2.86278 2.77067 3.99963  0.127
H -3.22548 2.48430 1.54805  0.127
H 0.30954 -2.99173 1.47185  0.114
H 0.54975 -3.03917 3.95129  0.120
H -0.32958 -1.14702 5.29177  0.127
C 3.81710 -1.20291 -1.09516  0.021
O 3.27941 0.12114 -1.35115  0.012
C 2.04031 0.32225 -1.03600  -0.572
O 1.29517 -0.55384 -0.54135  -0.104
N 1.59705 1.56806 -1.24625  0.065
N 0.22197 1.75833 -1.08089  0.042
H 4.82404 -1.17261 -1.49333  0.107
H 3.21551 -1.94734 -1.60916  0.106
H 3.82888 -1.38282 -0.02340  0.096
H 2.15160 2.20017 -1.80593  0.178
H -0.19881 2.03903 -1.96101  0.111
H 0.05051 2.46307 -0.37124  0.119
O 1.24103 0.54190 -4.27919  0.122
C 0.14457 0.05046 -4.20724  -0.387
N -0.52368 -0.22831 -3.00372  -0.003
C -1.74000 -0.73619 -3.28844  -0.422
O -2.46556 -1.06641 -2.31476  -0.059
C -1.96137 -0.82440 -4.73935  -0.086
C -3.02524 -1.26724 -5.49642  0.025
C -2.87563 -1.20983 -6.88025  -0.040
C -1.70629 -0.72793 -7.45952  -0.036
C -0.63651 -0.28262 -6.68257  0.020
C -0.78908 -0.34191 -5.31644  -0.081
H -3.93040 -1.64204 -5.03883  0.130
H -3.68137 -1.54625 -7.51828  0.115
H -1.62692 -0.70015 -8.53800  0.115
H 0.27407 0.08993 -7.13145  0.128
S -1.80464 -5.22239 -0.48252  0.712
C -1.10019 -3.85426 -0.79702  -0.954
N -0.55031 -2.81277 -1.02051  -0.132

Cartesian forces (eV/Å) of the 3 atoms listed first:
Zr 0.0 0.2 -0.1
Br 0.0 0.0 0.0
C 0.0 0.0 0.0



No. 3
Formula: C26H19Cl2F12IrNO6PS2
Source: the Open Molecules 2025 dataset
Level of theory: ωB97M-V/def2-TZVPD

Values from the calculation:
**Orbital gap (spin up / spin down)**: 7.53 / 6.79 eV
**Relative energy (zero: lowest compared OMol25 entry of this formula, charge and spin)**: 118.3 kJ/mol
**2S+1**: 2
**Charge**: +1

Last column: Mulliken spin population.
Cartesian coordinates (Å):
Ir 0.70739 -0.66131 -0.56124  0.421
O -0.05659 0.30062 -3.43449  0.099
C 0.02063 1.01454 -2.55580  0.021
C -0.09373 2.31435 -2.00097  -0.044
C -0.22078 3.32150 -2.97387  0.023
C -0.45587 4.61589 -2.55704  0.004
C -0.57157 4.89325 -1.20001  -0.002
C -0.43184 3.88535 -0.24950  0.000
C -0.17996 2.58488 -0.63954  0.078
P 0.17467 1.24610 0.54056  0.085
C -1.12812 1.30417 1.77419  0.011
C -2.40798 1.77095 1.47589  -0.001
C -3.37546 1.79708 2.46789  0.000
C -3.06991 1.36192 3.74889  -0.001
C -1.80204 0.88092 4.04376  0.000
C -0.83104 0.84050 3.05820  0.002
C 1.68415 1.83736 1.35024  -0.002
C 1.64658 2.75341 2.40086  0.001
C 2.82948 3.22547 2.94636  -0.001
C 4.05150 2.78972 2.45023  0.000
C 4.09569 1.88164 1.40278  0.000
C 2.91488 1.40984 0.84988  0.024
H -0.14881 3.07589 -4.02521  0.000
H -0.55664 5.40476 -3.28891  0.000
H -0.76668 5.90626 -0.87441  0.000
H -0.51298 4.12124 0.80373  0.000
H -2.65305 2.10241 0.47549  0.001
H -4.37013 2.15354 2.23695  0.000
H -3.82919 1.38478 4.51935  0.000
H -1.56997 0.53467 5.04199  0.000
H 0.15952 0.47141 3.29106  0.000
H 0.69974 3.08444 2.80829  0.000
H 2.79646 3.92945 3.76699  0.000
H 4.97136 3.15871 2.88359  0.000
H 5.04451 1.53618 1.01532  0.000
H 2.97037 0.70478 0.02580  -0.008
F -1.97748 -2.90938 -2.62261  0.001
C -2.76359 -1.84670 -2.64321  0.003
F -2.44611 -1.09984 -3.70080  0.000
F -4.02622 -2.21458 -2.73046  0.000
S -2.51594 -0.80059 -1.09549  0.013
O -1.24651 -1.35349 -0.55652  0.146
O -2.36372 0.55837 -1.54818  0.004
N -3.72040 -0.98785 -0.18160  -0.001
S -4.15047 -2.44037 0.40241  0.000
O -5.54081 -2.65146 0.22183  0.000
O -3.19001 -3.44903 0.06041  0.000
C -3.90948 -2.11101 2.19833  0.000
F -4.75507 -1.18564 2.62363  0.000
F -4.09503 -3.23093 2.88065  0.000
F -2.65498 -1.68694 2.41019  0.001
C 2.15576 -2.63195 -3.55110  0.003
C 2.84359 -2.48832 -2.19818  0.011
O 2.14690 -1.65069 -1.34430  0.013
C 4.24015 -1.85482 -2.37793  0.000
F 4.85200 -1.63523 -1.21166  0.000
F 4.10281 -0.65840 -2.98249  0.000
F 5.03324 -2.60900 -3.13761  0.000
C 2.92925 -3.86820 -1.50695  -0.003
F 3.56209 -4.76715 -2.25886  0.000
F 1.67466 -4.31631 -1.29858  0.000
F 3.53180 -3.80552 -0.31962  0.000
H 2.08873 -1.65290 -4.02220  0.001
H 1.15243 -3.02582 -3.39382  -0.001
H 2.70514 -3.30631 -4.20462  0.000
Cl 1.05446 -2.04152 1.62985  0.101
C -0.03181 -3.47244 1.34412  -0.005
Cl 0.73247 -4.92890 1.92246  0.005
H -0.21030 -3.53091 0.27808  0.002
H -0.94215 -3.28286 1.89756  -0.003

Cartesian forces (eV/Å) of the 3 atoms listed first:
Ir -0.4 0.0 -0.4
O 0.3 -0.2 -0.3
C -0.1 -0.6 1.0



No. 4
Formula: C26H19Cl2F12IrNO6PS2
Source: the Open Molecules 2025 dataset
Level of theory: ωB97M-V/def2-TZVPD

Values from the calculation:
**Orbital gap (spin up / spin down)**: 6.26 / 6.20 eV
**Relative energy (zero: lowest compared OMol25 entry of this formula, charge and spin)**: 537.8 kJ/mol
**2S+1**: 2
**Charge**: +1

Last column: Mulliken spin population.
Cartesian coordinates (Å):
Ir -0.06110 0.88587 -0.39775  0.549
O 1.81501 -0.23030 -0.30935  0.038
C 2.23574 -1.39521 0.09524  -0.009
C 1.97567 -2.50969 -0.94563  0.006
C 3.01095 -3.37887 -1.25215  -0.002
C 2.77861 -4.45662 -2.09181  0.000
C 1.51623 -4.66640 -2.61750  -0.001
C 0.49912 -3.76838 -2.35423  0.000
C 0.71782 -2.66738 -1.52129  -0.002
P -0.72816 -1.57293 -1.22847  -0.021
C -1.66740 -1.71397 -2.79686  0.002
C -1.25745 -0.98433 -3.91169  -0.003
C -1.89337 -1.15760 -5.12807  0.000
C -2.95481 -2.04294 -5.24169  -0.003
C -3.37575 -2.76028 -4.13166  0.001
C -2.75451 -2.58235 -2.90895  -0.001
C -1.77965 -2.53146 -0.08955  -0.005
C -1.49707 -3.85142 0.25759  -0.004
C -2.40205 -4.55623 1.03031  0.001
C -3.56397 -3.94587 1.48213  0.001
C -3.83466 -2.62170 1.15614  0.000
C -2.94112 -1.90999 0.38045  -0.002
H 3.98816 -3.23024 -0.82147  0.000
H 3.58812 -5.13005 -2.32700  0.000
H 1.31849 -5.52683 -3.23861  0.000
H -0.47797 -3.91537 -2.79125  0.000
H -0.43172 -0.29492 -3.82331  -0.005
H -1.56148 -0.60124 -5.99167  0.000
H -3.46309 -2.16649 -6.18608  0.000
H -4.19043 -3.46250 -4.21659  0.000
H -3.10026 -3.13812 -2.05110  -0.001
H -0.59030 -4.33127 -0.07580  -0.001
H -2.19279 -5.58409 1.27948  0.000
H -4.25069 -4.49794 2.10294  0.000
H -4.73743 -2.14908 1.51192  0.000
H -3.11964 -0.87478 0.13313  0.002
F 1.70150 2.81229 0.25746  0.003
C 1.28881 3.71132 1.16634  0.000
F 2.14834 3.71871 2.16173  0.000
F 1.32315 4.89301 0.55505  0.000
S -0.48720 3.39802 1.79225  0.008
O -0.85472 2.04271 1.39192  0.057
O -0.46495 3.68653 3.16858  0.012
N -1.33010 4.41258 0.92785  0.004
S -1.70454 3.89360 -0.49549  0.005
O -2.15005 4.89766 -1.38081  0.007
O -0.67431 3.00825 -1.06315  0.030
C -3.16456 2.69614 -0.23853  0.001
F -3.55291 2.62886 1.02297  0.000
F -4.19826 3.04645 -0.98453  0.000
F -2.80774 1.44985 -0.62788  0.003
C -0.22016 -2.04549 3.15483  0.063
C 0.49345 -1.15409 2.10952  -0.059
O -0.37538 -0.79508 1.14341  0.291
C 1.68906 -1.96996 1.49545  0.018
F 1.25425 -3.24553 1.29560  0.001
F 2.70649 -2.10715 2.35041  0.003
F 3.60823 -1.30311 0.29684  -0.001
C 1.03578 0.08436 2.88348  0.007
F 1.60048 0.99593 2.07700  0.002
F 0.04379 0.69384 3.52345  0.000
F 1.94000 -0.23636 3.80198  0.000
H -0.52512 -2.97410 2.67845  -0.003
H -1.10698 -1.52097 3.50367  0.004
H 0.43735 -2.25900 3.99440  0.000
Cl 1.13575 1.41002 -2.75225  -0.006
C 1.85043 3.02580 -2.86760  0.008
Cl 3.48698 3.04276 -2.21485  0.000
H 1.20933 3.68477 -2.27932  -0.001
H 1.87632 3.30187 -3.92504  0.002

Cartesian forces (eV/Å) of the 3 atoms listed first:
Ir 2.9 -5.6 1.0
O -2.5 4.2 -1.1
C 0.1 -3.1 0.7



> What is the charge in the fourth record?

+1



> Which formula does entry 4 have?

C26H19Cl2F12IrNO6PS2